[1]
Molecular formula: C19H30AlBrCl8CsF2NaO3
Method: DFT, ωB97M-V with the def2-TZVPD basis set

Values from the calculation:
* total charge: 0
* HOMO: -7.71 eV
* total energy: -7847.15633 Ha

The geometry in XYZ format:
```
66
Properties=species:S:1:pos:R:3:lowdin_charge:R:1
C -3.07992 3.38234 0.98101 -0.131
C -2.88425 3.82061 -0.46610 -0.249
C -4.11495 3.64838 -1.35878 -0.192
C -4.55036 2.20620 -1.57149 -0.243
C -3.60618 1.34031 -2.33429 -0.336
C -2.55351 0.55032 -1.54742 -0.144
C -2.40238 -0.93093 -2.00188 -0.148
C -1.01495 -1.28051 -2.61903 -0.333
C -0.31432 -2.25266 -1.63028 -0.259
C 0.96807 -1.54316 -1.16382 -0.208
C 1.69854 -2.27708 -0.04610 -0.205
C 1.91818 -1.33748 1.13315 -0.211
C 2.93363 -1.86328 2.18200 -0.132
C 2.18162 -2.41219 3.31395 -0.107
C 1.73060 -3.66684 3.44696 0.085
C 0.97698 -3.61476 4.73489 -0.840
O 0.22909 -4.50408 4.99368 -0.545
O 1.19283 -2.51887 5.44069 0.151
C 1.76925 -1.60550 4.46487 -0.304
O 1.80452 -0.46109 4.66772 0.283
H -3.84272 2.62081 1.08924 0.071
H -3.27874 4.26252 1.62040 -0.105
H -2.14005 2.97144 1.34914 0.054
H -2.66878 4.88789 -0.43676 0.108
H -2.00375 3.35403 -0.91649 0.085
H -4.94063 4.16237 -0.87402 0.125
H -3.92840 4.14045 -2.31788 0.103
H -5.40158 2.19403 -2.25300 0.033
H -4.86364 1.73151 -0.64987 0.125
H -3.25608 1.96191 -3.14515 -0.079
H -4.24191 0.60157 -2.84600 0.060
H -2.81056 0.54912 -0.49600 0.118
H -1.55601 1.00402 -1.61506 0.078
H -3.15919 -1.20523 -2.73080 0.111
H -2.57822 -1.57713 -1.15455 0.099
H -0.38822 -0.41953 -2.67330 -0.026
H -1.14902 -1.72577 -3.67511 -0.065
H -0.01819 -3.19495 -2.04681 0.017
H -0.90232 -2.41626 -0.73164 0.104
H 1.61941 -1.40408 -2.02808 0.121
H 0.63230 -0.55739 -0.82111 0.093
H 2.64179 -2.68964 -0.38597 0.075
H 1.08755 -3.12860 0.25806 0.114
H 0.93878 -1.22240 1.59982 0.122
H 2.23380 -0.36817 0.77040 0.039
H 3.54220 -2.62911 1.71690 0.070
H 3.54215 -1.01665 2.47800 0.104
H 1.84427 -4.48346 2.74820 0.154
F -6.81809 1.42637 -3.08565 -0.660
Cs 1.60917 -5.50918 5.88289 1.784
Na 0.11341 0.90728 -3.40533 0.739
Cl -0.29173 -3.27358 -4.30034 -0.088
C 6.23371 -2.24936 -0.08478 -1.509
Cl 7.30114 -1.76845 1.19562 0.552
Cl 5.55296 -3.86748 0.22505 0.510
Cl 4.90363 -1.07606 -0.29178 0.553
H 6.88281 -2.30324 -1.02753 -0.080
Cl -4.29620 5.55765 2.87123 -0.127
Al -4.34932 1.93794 -4.87585 1.031
C 2.58815 3.09260 1.46582 -1.467
Cl 3.90518 1.93082 1.56128 0.571
Cl 2.93830 4.37660 0.26384 0.357
Cl 1.06312 2.29384 1.04428 0.539
H 2.46719 3.55549 2.43546 0.021
Br 4.28072 6.46786 -0.70152 -0.060
F 8.07915 -2.58214 -1.62502 -0.507
```


[2]
Molecular formula: C18H19N3O2
Method: DFT, ωB97M-V with the def2-TZVPD basis set

Values from the calculation:
* total charge: 0
* structure (SMILES): c1ccc(COc2ccc(OCCCn3cncn3)cc2)cc1
* HOMO: -8.06 eV
* relative energy (zero: lowest compared OMol25 entry of this formula, charge and spin): 247.3 kJ/mol
* total energy: -1012.03719 Ha

The geometry in XYZ format:
```
42
Properties=species:S:1:pos:R:3:lowdin_charge:R:1
C -5.94715 -2.59331 -0.49324 -0.093
C -6.20758 -2.12468 0.78361 -0.085
C -5.85164 -0.83523 1.13537 -0.050
C -5.23813 0.00018 0.21063 -0.225
C -4.86968 1.41409 0.59367 -0.154
O -3.81430 1.96671 -0.15998 -0.054
C -2.55760 1.45535 0.00060 -0.276
C -1.55093 2.08122 -0.72859 0.001
C -0.23798 1.65896 -0.64369 -0.018
C 0.09601 0.59176 0.18231 -0.270
O 1.35748 0.08770 0.34889 -0.049
C 2.42305 0.69335 -0.34402 -0.225
C 3.69895 -0.04240 0.05380 -0.141
C 4.92084 0.52536 -0.67110 -0.144
N 6.11927 -0.15722 -0.27299 -0.156
C 6.65924 -1.29199 -0.75286 -0.161
N 7.73497 -1.60516 -0.07212 0.070
C 7.81994 -0.61906 0.84229 -0.230
N 6.86171 0.27168 0.75346 0.094
C -0.91133 -0.03736 0.90814 0.007
C -2.22352 0.38359 0.82239 -0.003
C -4.98628 -0.47242 -1.06970 -0.029
C -5.33524 -1.76506 -1.41804 -0.075
H -6.22039 -3.60199 -0.76539 0.100
H -6.68496 -2.76663 1.50930 0.102
H -6.05041 -0.47237 2.13435 0.113
H -4.64615 1.46964 1.66867 0.133
H -5.71975 2.07648 0.38996 0.140
H -1.81706 2.91013 -1.36541 0.119
H 0.51055 2.17252 -1.22608 0.104
H 2.26660 0.61733 -1.43054 0.134
H 2.50283 1.75655 -0.07566 0.135
H 3.83944 0.04880 1.13175 0.126
H 3.58220 -1.10172 -0.18223 0.123
H 4.80287 0.42415 -1.75381 0.131
H 5.04858 1.58083 -0.41873 0.130
H 6.25935 -1.84146 -1.58004 0.123
H 8.59968 -0.56313 1.57294 0.098
H -0.64471 -0.86752 1.54260 0.120
H -2.97546 -0.13845 1.39194 0.110
H -4.51031 0.17697 -1.78956 0.120
H -5.13026 -2.12518 -2.41541 0.103
```


[3]
Molecular formula: C18H19N3O2
Method: DFT, ωB97M-V with the def2-TZVPD basis set

Values from the calculation:
* total charge: 0
* HOMO: -6.81 eV
* relative energy (zero: lowest compared OMol25 entry of this formula, charge and spin): 642.3 kJ/mol
* total energy: -1011.88672 Ha

The geometry in XYZ format:
```
42
Properties=species:S:1:pos:R:3:lowdin_charge:R:1
C 3.80023 0.17507 2.85786 -0.007
N 2.42594 -0.19233 2.51756 -0.139
C 2.21519 -1.52781 1.95399 -0.017
C 1.45594 0.67771 2.71687 0.020
C 0.05667 0.37486 2.79421 -0.172
C -0.45766 -0.88398 3.21043 -0.013
C -1.82250 -1.12785 3.18266 -0.026
C -2.72296 -0.14096 2.75996 -0.249
C -4.18963 -0.43191 2.74842 -0.043
C -2.22899 1.11852 2.39411 -0.006
C -0.87739 1.39381 2.46799 0.010
H 4.46057 -0.63703 2.55122 0.092
H 4.08715 1.09872 2.33938 0.107
H 3.91072 0.34686 3.93680 0.104
H 3.15581 -1.82759 1.48062 0.092
H 1.97548 -2.26374 2.73309 0.094
H 1.42210 -1.51903 1.19687 0.109
H 1.77967 1.71323 2.87032 0.150
H 0.21657 -1.65795 3.57336 0.103
H -2.21570 -2.09575 3.50396 0.123
H -4.74907 0.44570 2.41508 0.081
H -4.41360 -1.26889 2.07680 0.093
H -4.55081 -0.71804 3.74444 0.091
H -2.93022 1.88874 2.06460 0.127
H -0.49771 2.39270 2.26235 0.115
C 1.90445 1.13094 -0.42611 -0.073
N 1.07200 2.14414 -0.06073 -0.424
O 1.47202 3.01518 0.79145 -0.106
O -0.10032 2.21989 -0.52964 -0.064
C 1.51669 0.10295 -1.33466 -0.208
C 0.29337 0.10430 -2.05020 -0.016
C -0.08430 -0.99484 -2.80698 -0.029
C 0.75769 -2.11128 -2.92767 -0.262
C 0.35291 -3.24043 -3.71706 -0.199
N 0.00732 -4.15422 -4.36552 0.125
C 2.01319 -2.09571 -2.29743 -0.051
C 2.39500 -1.00191 -1.53310 -0.068
H 2.90657 1.14399 0.00425 0.109
H -0.34168 0.97764 -1.97722 0.089
H -1.04312 -0.98775 -3.32906 0.119
H 2.69167 -2.94387 -2.42580 0.115
H 3.38264 -0.94840 -1.06669 0.103
```


[4]
Molecular formula: C2H2N4
Method: DFT, ωB97M-V with the def2-TZVPD basis set

Values from the calculation:
* total charge: 0
* structure (SMILES): c1ncnnn1
* HOMO: -10.19 eV
* relative energy (zero: lowest compared OMol25 entry of this formula, charge and spin): 168.4 kJ/mol
* total energy: -296.36073 Ha

The geometry in XYZ format:
```
8
Properties=species:S:1:pos:R:3:lowdin_charge:R:1
C 1.11592 0.40242 -0.05476 -0.194
N 0.05275 0.86679 0.63557 0.091
C -1.04927 0.17463 0.46894 -0.186
N -1.17190 -0.92577 -0.32289 0.027
N -0.11706 -1.32669 -0.96175 -0.008
N 1.08352 -0.66137 -0.84292 0.044
H 2.04332 0.98628 0.08330 0.116
H -1.95727 0.48370 0.99451 0.111
```